No. 1
Formula: C5H5NOS2
Source: OMol25
Level of theory: ωB97M-V with the def2-TZVPD basis set

```
14
Properties=species:S:1:pos:R:3:forces:R:3
C -0.2230 2.3875 1.2101 -0.24 2.89 1.33
C -0.1611 1.2146 1.0508 0.02 -0.69 0.21
C -1.2862 -0.4325 -0.1969 0.34 -0.62 -0.08
C 1.2380 -0.4792 0.0765 -0.39 2.36 -0.67
C -0.1251 -0.2013 0.7282 0.59 0.59 0.35
N -1.0665 -1.3524 -1.0999 2.69 -2.50 -0.60
O -2.3094 0.1482 -0.1651 -2.59 2.13 0.70
S 2.3613 -1.4141 0.6938 0.39 -0.65 -0.04
S 1.4797 0.7875 -1.2943 0.38 -1.68 1.09
H -0.3035 3.4465 1.5541 0.17 -1.66 -0.80
H -0.3007 -0.7795 1.6412 0.34 -0.18 -0.17
H -0.3573 -2.0442 -0.9613 0.64 0.06 0.14
H -1.6975 -1.6709 -1.7522 -2.17 -0.10 -1.33
H 2.7512 0.3897 -1.4852 -0.16 0.05 -0.13
```
Forces are in eV/Å.


No. 2
Formula: C3H10NOS
Source: OMol25
Level of theory: ωB97M-V with the def2-TZVPD basis set

```
16
Properties=species:S:1:pos:R:3:forces:R:3
C -1.4385 0.8066 -0.3608 1.28 2.16 -1.24
C 0.1862 -1.2842 -0.6246 -0.36 1.13 -1.02
C -0.0430 0.2652 -0.5653 -0.07 -1.90 0.77
N 0.0717 0.6134 1.7635 -0.24 0.49 -1.89
O 1.5278 -1.5099 -0.7358 1.68 1.04 0.28
S 1.2891 1.2439 -0.8845 -1.62 1.20 -0.27
H -1.9427 1.0366 -1.3425 0.56 -0.27 0.92
H -1.2541 1.7660 0.1977 -1.00 -0.57 -1.14
H -2.0351 0.1942 0.2590 -0.56 -0.90 0.39
H -0.3536 -1.7115 -1.4637 -0.41 0.29 -0.49
H -0.1861 -1.7822 0.2305 -0.82 0.03 1.26
H 1.0446 0.5550 1.9425 0.71 -0.05 0.77
H -0.1930 1.5223 1.4040 0.59 -0.03 0.80
H -0.5596 0.3746 2.4796 -0.36 -0.54 1.30
H 1.8258 -2.3570 -1.0253 -0.22 -1.05 -0.34
H 2.0603 0.2671 -1.2744 0.83 -1.03 -0.10
```
Forces are in eV/Å.

Calculated values
Charge: +1


Values for highest occupied orbital energy, Ha, ordered as above
-0.3387, -0.5373
Values for frontier orbital gap, eV, ordered as above
8.5, 9.4